(1)
{
  "formula": "H13O6",
  "method": "ωB97M-V/def2-TZVPD",
  "multiplicity": 2,
  "homo_ev": [-20.43, -20.27],
  "orbital_gap_ev": [12.78, 4.79],
  "charge": 2,
  "s2": 0.760,
  "fmax_ev_per_a": 1.71,
  "elements": ["O", "H", "H", "O", "H", "H", "O", "H", "H", "O", "H", "H", "O", "H", "H", "O", "H", "H", "H"],
  "positions_angstrom": [[1.804, 0.028, -0.958], [2.608, -0.304, -1.408], [1.051, -0.320, -1.469], [0.845, -0.858, 1.878], [1.111, -1.491, 2.564], [1.651, -0.702, 1.366], [-0.051, 2.065, 1.236], [0.306, 1.321, 1.749], [-0.297, 2.711, 1.916], [-0.857, -0.846, -1.783], [-0.369, -1.532, -2.283], [-1.100, -1.225, -0.823], [-1.409, -1.762, 0.451], [-0.709, -1.472, 1.086], [-1.446, -2.730, 0.559], [-0.627, 1.897, -1.178], [-0.857, 0.952, -1.394], [-1.502, 2.326, -1.270], [-0.151, 1.942, -0.238]],
  "mulliken_spin": [0.354, -0.008, -0.026, 0.016, 0.000, -0.001, 0.000, -0.001, 0.000, 0.600, -0.025, -0.014, 0.109, -0.003, -0.003, 0.002, -0.002, 0.001, 0.000]
}

***

(2)
{
  "formula": "H14N2O13Zn3",
  "method": "ωB97M-V/def2-TZVPD",
  "homo_ev": -19.40,
  "orbital_gap_ev": 3.80,
  "charge": 4,
  "fmax_ev_per_a": 6.35,
  "elements": ["Zn", "Zn", "Zn", "N", "O", "O", "O", "N", "O", "O", "O", "O", "H", "H", "O", "H", "H", "O", "H", "H", "O", "H", "H", "O", "H", "H", "O", "H", "H", "O", "H", "H"],
  "positions_angstrom": [[-0.279, -0.533, 2.937], [-2.782, 1.167, -0.926], [2.903, 0.515, -1.785], [0.231, 2.686, 2.820], [-0.095, 3.437, 3.749], [0.897, 3.087, 1.831], [-0.094, 1.489, 2.774], [0.065, -0.234, -0.180], [1.195, -0.183, -0.723], [-0.932, 0.332, -0.645], [-0.195, -0.733, 0.865], [-3.625, -0.575, -0.337], [-3.145, -1.276, 0.103], [-4.542, -0.847, -0.292], [-2.738, 0.229, -2.827], [-2.024, 0.155, -3.460], [-3.507, -0.098, -3.295], [2.430, -0.623, -3.334], [1.857, -1.375, -3.483], [3.219, -0.818, -3.840], [3.873, -1.118, -0.978], [4.555, -1.399, -0.369], [3.285, -1.870, -1.044], [-2.108, 2.862, -1.663], [-2.016, 3.732, -1.274], [-1.905, 2.991, -2.589], [1.801, -0.757, 2.849], [2.369, -1.514, 2.705], [2.394, -0.006, 2.830], [-0.321, -2.518, 3.184], [-0.524, -3.104, 2.454], [-0.241, -3.098, 3.942]],
  "mulliken_charge": [0.826, 0.675, 0.991, 0.687, -0.425, -0.550, -0.391, 0.833, -0.344, -0.439, -0.329, -0.306, 0.308, 0.322, -0.356, 0.303, 0.330, -0.415, 0.374, 0.406, -0.299, 0.308, 0.387, -0.221, 0.327, 0.337, -0.338, 0.316, 0.315, -0.282, 0.332, 0.315]
}

***

(3)
{
  "formula": "H14NO10",
  "method": "ωB97M-V/def2-TZVPD",
  "homo_ev": -7.20,
  "orbital_gap_ev": 10.48,
  "charge": -1,
  "fmax_ev_per_a": 4.38,
  "elements": ["N", "O", "O", "O", "O", "H", "H", "O", "H", "H", "O", "H", "H", "O", "H", "H", "O", "H", "H", "O", "H", "H", "O", "H", "H"],
  "positions_angstrom": [[-22.967, -11.287, -0.357], [-22.539, -10.657, 0.613], [-22.659, -12.521, -0.395], [-23.335, -10.662, -1.386], [-21.545, -11.212, -3.869], [-21.274, -12.100, -4.090], [-22.297, -11.273, -3.234], [-22.943, -8.397, -2.734], [-23.035, -9.294, -2.425], [-23.676, -7.835, -2.464], [-24.341, -8.225, 0.277], [-25.015, -8.736, 0.654], [-23.636, -8.835, 0.043], [-19.889, -10.406, 0.954], [-20.873, -10.389, 0.756], [-19.626, -9.513, 0.735], [-22.799, -10.140, 3.377], [-22.776, -10.204, 2.416], [-23.244, -9.326, 3.455], [-21.043, -13.053, 2.183], [-21.389, -12.447, 1.553], [-20.956, -13.831, 1.655], [-20.211, -13.101, -1.822], [-21.015, -12.777, -1.479], [-19.544, -12.927, -1.144]],
  "mulliken_charge": [0.989, -0.650, -0.712, -0.763, -0.618, 0.281, 0.332, -0.667, 0.462, 0.301, -0.655, 0.302, 0.344, -0.659, 0.333, 0.287, -0.623, 0.422, 0.308, -0.636, 0.343, 0.294, -0.673, 0.351, 0.309]
}

***

(4)
{
  "formula": "H14NO10Sn",
  "method": "ωB97M-V/def2-TZVPD",
  "homo_ev": -12.75,
  "orbital_gap_ev": 4.12,
  "charge": 1,
  "fmax_ev_per_a": 3.23,
  "elements": ["Sn", "N", "O", "O", "O", "O", "H", "H", "O", "H", "H", "O", "H", "H", "O", "H", "H", "O", "H", "H", "O", "H", "H", "O", "H", "H"],
  "positions_angstrom": [[2.651, -2.917, 0.776], [0.654, -0.101, 0.245], [1.104, -0.579, 1.338], [0.473, -0.940, -0.667], [0.403, 1.075, 0.073], [-2.285, 1.332, 0.971], [-1.420, 1.009, 0.695], [-2.913, 0.733, 0.554], [0.809, 3.680, 1.477], [1.016, 4.522, 1.062], [0.541, 3.108, 0.749], [1.145, -3.811, -1.554], [1.540, -4.464, -2.144], [0.964, -3.041, -2.123], [-1.177, 2.261, -1.749], [-0.412, 1.863, -1.312], [-1.892, 2.176, -1.109], [2.042, 1.647, 2.903], [1.504, 2.421, 2.680], [1.426, 0.913, 2.880], [0.248, -1.518, -3.475], [0.135, -0.714, -2.953], [-0.640, -1.882, -3.552], [-2.017, -1.870, 1.382], [-1.205, -2.353, 1.551], [-2.692, -2.551, 1.302]],
  "mulliken_charge": [1.541, 1.067, -0.673, -0.585, -0.623, -0.613, 0.217, 0.320, -0.647, 0.317, 0.388, -0.602, 0.336, 0.419, -0.661, 0.393, 0.360, -0.621, 0.355, 0.293, -0.688, 0.340, 0.344, -0.518, 0.236, 0.304]
}

***

(5)
{
  "formula": "H14NO5",
  "method": "ωB97M-V/def2-TZVPD",
  "homo_ev": -15.09,
  "orbital_gap_ev": 12.36,
  "charge": 1,
  "fmax_ev_per_a": 1.83,
  "elements": ["N", "H", "H", "H", "H", "H", "H", "O", "H", "H", "O", "H", "H", "O", "H", "H", "O", "H", "H", "O"],
  "positions_angstrom": [[-0.416, 0.142, -0.090], [0.060, 0.713, 0.617], [-0.148, 0.618, -0.964], [-1.409, 0.378, 0.020], [-0.303, -0.881, -0.178], [3.500, -0.476, 0.678], [3.500, -1.938, 0.372], [2.932, -1.152, 0.330], [0.504, 3.451, 0.959], [-0.629, 2.731, 1.719], [-0.072, 2.690, 0.921], [0.201, 1.868, -3.506], [1.020, 0.667, -3.016], [0.472, 1.396, -2.720], [-0.086, -3.383, -0.493], [1.102, -2.750, 0.273], [0.281, -2.570, -0.155], [-3.078, -1.112, 1.812], [-4.087, -0.128, 2.005], [-3.344, -0.264, 1.415]],
  "mulliken_charge": [-0.313, 0.424, 0.289, 0.387, 0.294, 0.301, 0.312, -0.599, 0.307, 0.323, -0.642, 0.316, 0.326, -0.688, 0.309, 0.289, -0.649, 0.315, 0.319, -0.621]
}

***

(6)
{
  "formula": "H14NaO7",
  "method": "ωB97M-V/def2-TZVPD",
  "homo_ev": -14.03,
  "orbital_gap_ev": 10.79,
  "charge": 1,
  "fmax_ev_per_a": 3.19,
  "elements": ["Na", "O", "H", "H", "O", "H", "H", "O", "H", "H", "O", "H", "H", "O", "H", "H", "O", "H", "H", "O", "H", "H"],
  "positions_angstrom": [[0.009, -0.405, 0.195], [-1.401, -2.168, 0.460], [-1.000, -3.037, 0.423], [-1.676, -1.933, 1.350], [1.629, -1.593, -1.274], [1.779, -1.257, -2.195], [1.789, -2.544, -1.343], [-0.862, -0.226, -2.026], [-1.758, 0.128, -2.050], [-0.744, -0.801, -2.802], [1.467, 1.372, 0.479], [2.069, 0.976, 1.044], [1.745, 2.222, 0.260], [-0.387, 3.243, -0.615], [-0.919, 3.612, -1.323], [-0.774, 2.416, -0.281], [1.414, -1.238, 2.044], [2.049, -0.707, 2.558], [1.218, -1.949, 2.622], [-1.561, 1.147, 0.701], [-2.465, 0.900, 0.432], [-1.618, 1.835, 1.334]],
  "mulliken_charge": [0.826, -0.645, 0.312, 0.336, -0.533, 0.295, 0.297, -0.500, 0.277, 0.270, -0.499, 0.223, 0.264, -0.647, 0.300, 0.447, -0.530, 0.282, 0.269, -0.599, 0.277, 0.278]
}

***

(7)
{
  "formula": "H14NaO7",
  "method": "ωB97M-V/def2-TZVPD",
  "homo_ev": -12.11,
  "orbital_gap_ev": 8.18,
  "charge": 1,
  "fmax_ev_per_a": 14.08,
  "elements": ["Na", "O", "H", "H", "O", "H", "H", "O", "H", "H", "O", "H", "H", "O", "H", "H", "O", "H", "H", "O", "H", "H"],
  "positions_angstrom": [[13.028, -5.700, 4.326], [12.650, -5.476, 6.851], [13.396, -6.059, 6.711], [12.021, -5.725, 6.174], [12.298, -7.498, 4.341], [13.084, -8.041, 4.284], [11.782, -7.741, 3.573], [13.804, -6.771, 5.642], [14.718, -6.839, 5.365], [13.694, -7.478, 6.278], [11.319, -5.958, 5.491], [11.472, -6.828, 5.123], [10.462, -6.022, 5.913], [14.701, -4.977, 4.032], [14.833, -4.169, 3.536], [15.221, -4.859, 4.827], [12.984, -6.021, 2.514], [12.718, -5.759, 1.633], [13.235, -6.940, 2.427], [12.106, -3.991, 4.452], [11.159, -4.105, 4.371], [12.347, -3.447, 3.702]],
  "mulliken_charge": [1.228, -1.022, 0.316, 0.626, -0.666, 0.323, 0.304, -0.731, 0.274, 0.365, -0.556, 0.263, 0.353, -0.674, 0.288, 0.314, -0.538, 0.246, 0.274, -0.623, 0.318, 0.317]
}

***

(8)
{
  "formula": "H14O6S",
  "method": "ωB97M-V/def2-TZVPD",
  "smiles": "O.O.O.O.O.O.S",
  "homo_ev": -9.77,
  "orbital_gap_ev": 10.04,
  "fmax_ev_per_a": 1.21,
  "elements": ["O", "H", "H", "O", "H", "H", "O", "H", "H", "O", "H", "H", "O", "H", "H", "O", "H", "H", "S", "H", "H"],
  "positions_angstrom": [[-1.543, -1.180, 2.058], [-1.664, -0.275, 2.369], [-0.594, -1.182, 1.779], [0.202, 2.624, -1.556], [-0.356, 1.952, -1.129], [-0.209, 3.384, -1.119], [-1.774, 0.076, -0.485], [-1.463, -0.618, 0.119], [-2.542, 0.421, -0.018], [-1.796, 4.457, 2.229], [-1.749, 4.766, 1.315], [-2.253, 5.162, 2.700], [0.904, -0.960, 0.920], [1.699, -1.367, 1.262], [0.889, -0.771, -0.026], [1.046, -0.201, -2.334], [0.314, 0.080, -2.893], [1.778, 0.417, -2.456], [3.130, -6.150, -1.110], [3.382, -4.961, -1.643], [2.597, -5.675, 0.017]],
  "mulliken_charge": [-0.729, 0.328, 0.422, -0.600, 0.338, 0.275, -0.621, 0.378, 0.271, -0.626, 0.304, 0.322, -0.684, 0.284, 0.349, -0.636, 0.303, 0.320, -0.275, 0.139, 0.136]
}

***

(9)
{
  "formula": "H14O6S2",
  "method": "ωB97M-V/def2-TZVPD",
  "smiles": "SS.O.O.O.O.O.O",
  "homo_ev": -8.47,
  "orbital_gap_ev": 8.85,
  "fmax_ev_per_a": 4.12,
  "elements": ["S", "S", "H", "H", "O", "H", "H", "O", "H", "H", "O", "H", "H", "O", "H", "H", "O", "H", "H", "O", "H", "H"],
  "positions_angstrom": [[0.105, 0.733, -2.273], [-0.579, 0.461, -4.227], [1.471, 0.571, -2.527], [-1.541, 1.318, -3.898], [-1.199, -0.952, 2.070], [-1.996, -1.119, 1.604], [-0.525, -1.647, 1.881], [-1.479, 1.048, 0.341], [-1.047, 0.316, 0.904], [-2.268, 1.078, 0.888], [2.336, 0.054, 0.923], [3.215, -0.153, 1.116], [2.444, 1.005, 0.743], [1.968, 2.782, 0.454], [1.880, 3.671, 0.189], [1.103, 2.700, 0.715], [1.074, -2.724, 1.108], [1.465, -1.819, 1.000], [1.490, -3.183, 0.307], [-2.540, -1.487, -0.124], [-2.321, -0.647, -0.552], [-3.058, -2.009, -0.643]],
  "mulliken_charge": [-0.047, -0.234, 0.133, 0.134, -0.729, 0.357, 0.374, -0.733, 0.478, 0.294, -0.589, 0.275, 0.342, -0.643, 0.296, 0.274, -0.672, 0.373, 0.315, -0.597, 0.348, 0.249]
}

***

(10)
{
  "formula": "H14O6S2",
  "method": "ωB97M-V/def2-TZVPD",
  "smiles": "SS.O.O.O.O.O.O",
  "homo_ev": -9.37,
  "orbital_gap_ev": 9.66,
  "fmax_ev_per_a": 1.51,
  "elements": ["S", "S", "H", "H", "O", "H", "H", "O", "H", "H", "O", "H", "H", "O", "H", "H", "O", "H", "H", "O", "H", "H"],
  "positions_angstrom": [[-4.234, -1.686, 0.129], [-5.504, -1.806, -1.450], [-3.517, -2.830, -0.056], [-4.740, -1.220, -2.349], [2.017, -0.496, -1.333], [1.303, -0.355, -1.963], [1.803, -1.358, -0.980], [-3.664, 1.395, 1.349], [-2.762, 1.689, 1.325], [-4.037, 2.211, 1.686], [3.369, 1.832, 0.304], [3.686, 1.492, -0.553], [2.687, 1.235, 0.545], [6.549, 2.858, -1.343], [7.427, 2.513, -1.245], [6.637, 3.666, -1.873], [6.925, -2.850, 1.668], [6.327, -2.599, 2.369], [7.658, -2.221, 1.803], [1.086, 3.206, 1.766], [1.899, 2.729, 1.574], [1.169, 3.691, 2.582]],
  "mulliken_charge": [-0.151, -0.174, 0.151, 0.155, -0.618, 0.314, 0.312, -0.586, 0.306, 0.299, -0.670, 0.296, 0.330, -0.619, 0.311, 0.315, -0.639, 0.317, 0.321, -0.616, 0.336, 0.312]
}